Below is 8 unconnected molecules or ions with the total composition C51H124N8O15 at a distorted geometry, with properties calculated with the ωB97M-V functional and the def2-TZVPD basis.

Cartesian coordinates (Å):
C 16.65 -8.10 8.61
H 9.35 -3.74 21.55
H 11.33 -13.78 16.50
H 2.94 -10.01 33.91
H -1.12 -15.77 18.40
H 1.98 -15.89 18.47
H 17.79 -10.25 27.84
C 7.44 -9.14 29.16
H 18.84 -12.42 24.74
C 2.65 -23.84 11.47
H 5.29 -21.54 11.08
O 4.06 -8.27 33.89
H 5.86 -7.92 14.99
H 18.50 -10.59 26.32
C 16.94 -10.38 9.55
H 14.90 -6.88 8.86
H -3.71 -17.62 15.51
H -1.77 -14.69 15.73
H 19.43 -12.86 21.77
H 22.45 -16.84 25.85
H 21.32 -17.13 27.88
N 16.03 -9.19 9.36
H 12.57 -18.46 20.66
C 5.36 -23.42 10.06
C -2.45 -18.81 19.13
C 11.93 -17.64 20.34
H -1.24 -16.28 15.42
H 4.33 -8.69 15.53
H 7.97 -7.96 18.03
H 7.33 -5.73 18.97
H 17.37 -8.35 7.84
C 9.68 -16.85 21.13
H 1.74 -16.83 17.05
O 8.86 -5.74 20.99
H 12.40 -16.82 20.89
H 2.52 -15.20 16.96
C 2.73 -23.96 8.31
H 5.53 -7.78 31.73
H 16.52 -12.54 6.16
H 2.27 -23.87 12.49
H 1.79 -24.07 10.83
H 3.33 -24.67 11.26
H 18.17 -12.95 20.58
O 6.91 -8.32 30.09
H 5.51 -23.37 7.99
H 16.09 -11.97 27.42
H 15.14 -9.42 8.93
H 6.45 -23.46 10.11
C 11.01 -18.02 16.53
N 16.99 -12.86 25.70
C 20.02 -11.40 28.48
C 16.70 -11.47 8.52
H 5.83 -7.08 28.88
C -1.66 -15.66 16.21
H 4.95 -5.07 33.05
C 11.80 -16.85 15.67
C 15.83 -7.87 5.75
H 17.37 -19.89 27.43
H 19.77 -20.36 27.53
N 5.27 -6.81 31.72
H 5.12 -22.76 12.17
H 2.04 -8.62 33.38
H 11.30 -16.39 18.54
H 25.41 -20.52 25.36
H 7.47 -6.60 29.15
O 18.89 -11.96 27.84
O -3.57 -17.92 18.88
C 11.40 -14.51 15.69
H 5.18 -24.49 10.02
H 16.74 -10.83 10.53
C 6.25 -6.10 30.83
H 16.54 -8.69 5.84
H 12.26 -14.21 15.09
C 8.21 -7.79 20.06
H 17.83 -20.13 29.07
C 4.80 -22.51 11.16
O 19.03 -18.62 28.22
H 16.14 -6.15 7.88
H 12.88 -17.06 18.42
C 3.41 -22.58 8.57
H 16.22 -10.98 25.97
C 16.73 -11.74 26.57
H 2.95 -24.27 7.29
C 21.11 -18.81 26.97
H 17.83 -13.74 21.99
C 4.94 -22.83 8.74
C 18.04 -11.09 27.18
H 15.82 -12.01 8.86
H 8.60 -8.79 20.25
H 7.09 -6.09 31.52
H 6.75 -9.48 28.39
C 17.81 -19.38 28.29
N -2.97 -16.11 16.57
H 23.45 -16.33 27.18
H 5.99 -8.92 16.27
C -0.72 -15.96 17.41
H 3.04 -6.54 33.30
H 3.88 -6.29 34.79
H 23.88 -21.31 26.09
C 15.93 -11.63 6.13
H 10.96 -19.09 18.34
H 3.46 -20.55 11.79
H 24.12 -21.43 24.59
C 9.39 -6.84 20.22
H 3.84 -21.99 6.55
H 25.10 -18.14 26.20
C 6.61 -7.04 29.64
H 2.47 -8.84 35.04
O 16.44 -10.85 7.23
C 6.71 -6.53 18.59
C 2.91 -21.37 12.25
C 1.73 -15.81 17.42
H 15.16 -8.08 4.92
H -3.16 -15.90 17.54
H 2.24 -21.49 7.14
H -1.80 -18.45 19.93
O 1.63 -21.41 9.57
H 17.34 -10.82 23.91
H -5.20 -17.80 17.38
H 5.35 -21.83 8.67
C 24.33 -20.67 25.34
H 17.25 -13.69 26.21
H 17.08 -18.62 28.57
H 18.00 -10.13 9.59
H -1.84 -18.96 18.24
H -0.60 -17.03 17.57
H 18.01 -13.76 24.10
H 12.87 -17.05 15.60
H 11.29 -16.71 14.72
H 9.98 -17.69 16.70
H 3.82 -20.70 7.66
O 17.88 -11.66 22.24
H 17.27 -7.57 9.34
N 21.96 -17.80 27.47
H 5.88 -6.53 19.30
C 3.95 -6.82 33.84
H 9.56 -17.07 22.19
C 3.29 -21.62 7.42
H 3.05 -24.77 8.97
H 10.08 -4.28 20.01
H 1.85 -21.13 12.20
H -2.76 -19.84 19.28
N 7.38 -7.77 18.83
O 23.71 -19.37 25.34
H 10.09 -15.86 20.93
O 0.55 -15.11 17.11
H 21.68 -19.70 26.70
H 3.23 -21.45 13.29
O 5.09 -7.11 16.78
H 6.08 -5.40 16.91
C 5.16 -6.14 33.07
H 7.09 -6.81 16.41
H 8.75 -16.99 20.57
H 14.87 -11.88 6.12
H 9.69 -6.40 19.26
H 20.66 -18.40 26.07
O 15.02 -7.63 6.85
C 17.24 -11.83 23.51
H 20.61 -11.01 27.65
C 18.35 -12.84 21.65
H 10.25 -7.40 20.59
C 23.08 -17.21 26.66
H 20.67 -19.69 28.80
C -4.16 -18.06 17.57
H 10.44 -14.33 15.22
C 15.64 -7.10 8.09
H 7.48 -7.67 20.86
H 10.87 -18.95 15.98
C 3.30 -22.42 11.14
H 19.76 -10.69 29.26
C 11.86 -17.30 18.75
N 11.53 -18.41 17.86
H 6.05 -5.08 30.49
C 6.35 -6.44 17.12
H 6.09 -6.13 33.64
H 16.25 -10.98 5.31
C 5.26 -8.22 15.85
O 11.59 -15.69 16.42
H 1.67 -23.78 8.51
N 2.95 -21.84 9.82
H 17.56 -12.15 8.52
C 9.72 -4.59 20.99
O 10.57 -17.84 20.80
C 17.83 -12.78 24.55
H 7.68 -10.15 29.49
H 10.59 -5.02 21.48
C -3.23 -17.52 16.49
H 8.32 -8.74 28.66
C 2.86 -8.93 34.03
H -2.36 -18.16 16.34
H 20.56 -12.29 28.80
H -4.34 -19.13 17.47
C 20.12 -19.40 27.90
C 24.06 -18.40 26.41
H 24.34 -18.88 27.35
H 16.21 -12.08 23.27
H 1.70 -20.46 9.48
H 16.44 -7.01 5.46

Properties
charge = 0
energy above the lowest of the compared OMol25 structures with the same formula, charge and spin = 10.087 eV
SMILES = CC1(C)CCCC(C)(C)N1O.COCCNCCOC.COCCNCCOC.COCCNCCOC.COCCNCCOC.COCCNCCOC.COCCNCCOC.COCCNCCOC
HOMO = -8.24 eV



Below is 14 unconnected molecules or ions with the total composition C51H133N5O27 at a distorted geometry, with properties calculated with the ωB97M-V functional and the def2-TZVPD basis.

Cartesian coordinates (Å):
H 25.20 -6.77 -2.97
H 30.43 -22.41 -16.44
C 15.21 -7.61 -14.76
H 34.55 -20.57 -24.17
C 44.32 -4.00 -6.56
H 28.42 -12.58 -24.05
H 25.37 -20.35 -12.02
O 28.33 -11.84 -26.64
H 24.68 -20.33 -10.27
H 14.50 -7.40 -15.57
H 29.42 -21.00 -16.45
H 24.74 -9.15 -15.53
H 19.31 -14.31 -7.07
H 30.53 -1.00 -12.19
H 36.66 -3.79 -4.93
C 34.13 -19.14 -21.31
H 27.92 -6.58 -3.65
H 26.60 -11.48 -25.66
H 34.90 -19.71 -25.56
H 27.09 -6.13 -21.42
H 20.00 -20.37 -20.34
H 38.89 -20.10 -23.46
H 30.61 -19.74 -13.63
H 44.22 -3.03 -7.06
H 28.29 -13.15 -15.36
O 29.58 -10.91 -24.22
C 27.26 -12.91 -15.63
N 21.94 -22.13 -20.05
H 27.79 -7.17 -15.00
H 34.38 -1.73 -19.39
H 21.05 -14.24 -7.03
H 44.08 -4.84 -7.21
C 32.63 -0.14 -23.15
C 36.60 -20.29 -24.28
H 33.80 -18.46 -23.73
H 31.64 0.76 -12.67
H 28.68 -1.27 -25.74
H 37.20 -19.51 -24.75
H 26.72 -7.44 -4.73
H 25.27 -9.16 -2.22
H 32.93 0.29 -25.62
C 33.53 -1.08 -19.60
H 25.65 -11.12 -16.61
N 36.62 -19.25 -21.99
H 28.43 0.42 -25.18
O 43.48 -3.95 -5.43
H 43.53 -2.02 -5.14
O 20.89 -13.71 -9.45
C 29.99 -0.07 -12.35
H 35.27 -16.83 -20.71
H 29.02 0.15 -10.35
C 27.11 -7.87 -14.51
O 25.47 -3.19 -20.98
H 21.98 -20.48 -18.86
H 25.25 -9.64 -13.91
C 35.27 -18.55 -22.16
H 21.18 -21.86 -18.00
H 30.36 -7.49 -13.63
H 29.51 -13.16 -11.62
H 29.18 -12.74 -9.33
O 19.91 -12.74 -6.06
N 26.69 -8.95 -15.40
H 27.31 -12.95 -16.71
H 19.28 -21.65 -19.35
C 16.55 -8.04 -15.34
O 30.42 -0.07 -25.41
H 16.95 -8.50 -13.52
H 25.39 -21.91 -10.67
H 40.46 -2.36 -2.21
H 34.77 -16.43 -22.38
C 28.75 0.13 -11.41
H 27.73 -10.11 -25.71
H 19.58 -17.88 -17.94
H 21.11 -18.60 -18.36
H 27.61 -11.29 -23.32
C 27.06 -8.49 -2.95
H 21.42 -23.00 -19.99
O 26.98 -11.66 -15.02
O 24.15 -22.37 -21.79
C 21.36 -21.37 -18.95
C 20.05 -18.59 -18.61
H 38.78 -21.70 -22.90
O 28.91 -9.00 -13.16
H 23.32 -22.50 -9.56
O 25.23 -6.02 -20.69
H 27.03 -0.86 -11.09
C 30.18 -8.29 -12.91
H 33.61 0.91 -21.48
C 37.05 -4.54 -4.25
C 26.58 -3.98 -21.31
C 36.17 -21.70 -22.14
O 25.88 -9.32 -2.95
H 19.15 -12.69 -8.82
H 22.73 -22.42 -11.23
H 25.01 -23.66 -20.60
H 36.27 -21.88 -21.07
H 29.00 -0.02 -26.83
C 27.64 -11.19 -25.56
H 34.03 -20.21 -21.48
H 27.60 -15.02 -10.74
H 27.23 -8.30 -1.89
H 38.26 -2.26 -3.85
O 30.00 -20.38 -14.00
H 28.12 -22.16 -14.92
H 27.35 -13.11 -11.64
H 33.37 -0.86 -23.52
H 40.42 -3.96 -2.28
O 24.48 -20.73 -12.08
C 36.91 -20.47 -22.71
O 19.43 -19.84 -18.45
H 23.47 -24.21 -21.17
H 30.08 -11.29 -24.95
H 31.70 -0.65 -23.38
C 25.31 -21.54 -21.64
C 34.89 -18.49 -23.68
H 35.39 -17.65 -24.17
C 19.97 -20.80 -19.34
O 26.99 -13.06 -10.75
H 29.87 -0.15 -13.43
H 32.63 -1.53 -19.19
H 30.17 -7.87 -11.90
O 14.74 -8.48 -13.77
H 23.86 -21.70 -19.51
H 38.97 -20.54 -21.73
H 26.81 -3.68 -22.33
C 32.50 1.20 -25.20
C 26.25 -5.44 -21.52
H 38.21 -3.15 -2.26
C 42.41 -3.01 -3.46
O 27.73 -0.82 -11.74
C 27.58 -14.15 -10.09
H 21.75 -13.31 -9.59
H 25.32 -21.04 -22.61
H 25.79 -5.59 -22.49
O 33.35 -1.09 -21.03
H 42.61 -3.79 -2.72
H 34.32 -19.05 -20.24
H 27.86 -7.51 -12.35
C 27.67 -8.28 -13.09
H 36.78 -21.23 -24.79
N 32.88 1.18 -23.78
H 30.94 -22.22 -13.91
O 37.06 -19.22 -20.63
H 26.86 -8.76 -12.54
H 31.63 -21.03 -14.96
H 35.10 -21.80 -22.36
H 33.65 -0.06 -19.25
C 29.02 -13.71 -9.80
C 26.98 -7.12 -3.72
C 29.80 -21.79 -15.81
C 30.68 -21.41 -14.59
H 27.45 -3.91 -20.65
H 27.89 -9.02 -3.41
C 24.00 -23.32 -20.82
H 19.64 -18.21 -19.55
H 33.08 2.01 -25.63
H 37.01 -5.42 -4.89
H 26.38 -7.07 -14.37
C 20.17 -12.91 -8.50
C 43.59 -2.92 -4.52
H 29.55 -14.30 -9.06
H 37.76 -18.57 -20.58
C 35.41 -17.05 -21.77
O 26.06 -6.35 -3.11
H 30.78 1.73 -26.36
H 28.20 1.06 -11.55
C 40.13 -3.12 -2.91
H 45.40 -3.92 -6.41
H 31.02 -8.98 -12.95
C 38.62 -3.11 -3.27
C 25.47 -9.75 -14.97
H 25.72 -6.30 -19.91
C 23.26 -22.59 -19.70
O 29.88 -13.77 -10.98
C 28.27 -11.51 -24.16
C 23.16 -21.84 -10.42
H 15.46 -6.72 -14.18
C 25.71 -11.22 -15.52
O 17.45 -8.02 -14.19
H 25.11 -20.77 -20.89
H 26.28 -22.04 -21.57
C 24.53 -21.26 -10.82
C 35.23 -19.80 -24.53
H 30.41 1.89 -24.67
C 38.43 -20.70 -22.67
C 30.98 1.29 -25.38
H 15.05 -8.22 -12.91
C 32.89 0.12 -21.67
O 22.27 -20.79 -10.05
H 24.94 -3.85 -20.54
O 30.96 0.96 -12.02
H 16.84 -7.32 -16.10
H 27.02 -14.37 -9.18
H 26.70 -13.79 -15.31
O 28.75 -22.65 -15.46
O 38.41 -4.29 -3.91
C 29.06 -0.25 -25.76
H 42.46 -2.07 -2.92
H 33.12 -18.74 -21.29
H 20.56 -11.89 -8.45
H 23.29 -23.21 -18.81
H 44.60 -2.97 -4.10
H 36.35 -4.68 -3.43
H 16.24 -9.02 -15.70
H 28.95 -11.28 -27.12
H 31.92 0.31 -21.20
N 41.06 -2.99 -4.03
H 24.85 -11.75 -15.10
H 41.12 -3.61 -4.83
H 20.15 -13.40 -5.40
H 36.64 -22.50 -22.70
H 27.36 -9.71 -15.43
H 32.42 1.89 -23.22
H 36.41 -16.83 -22.14
H 22.14 -20.14 -10.76
C 20.16 -13.63 -7.11

Properties
charge = 0
HOMO = -8.34 eV